{"formula": "B3BrFH69O37P2S", "method": "the ωB97M-V functional and the def2-TZVPD basis", "e_lumo_ev": -1.40, "spin_multiplicity": 1, "gap_ev": 7.61, "e_homo_ev": -9.007, "species": ["O", "P", "Br", "B", "O", "B", "F", "O", "B", "P", "S", "O", "H", "H", "H", "O", "H", "H", "O", "H", "H", "O", "H", "H", "O", "H", "H", "O", "H", "H", "O", "H", "H", "O", "H", "H", "O", "H", "H", "O", "H", "H", "O", "H", "H", "O", "H", "H", "O", "H", "H", "O", "H", "H", "O", "H", "H", "O", "H", "H", "O", "H", "H", "O", "H", "H", "O", "H", "H", "O", "H", "H", "O", "H", "H", "O", "H", "H", "O", "H", "H", "O", "H", "H", "O", "H", "H", "O", "H", "H", "O", "H", "H", "O", "H", "H", "O", "H", "H", "O", "H", "H", "O", "H", "H", "O", "H", "H", "O", "H", "H", "O", "H", "H"], "positions_angstrom": [[3.0583, -4.2276, 1.2750], [3.3600, -2.5348, 1.0709], [3.4422, -2.1980, -1.1905], [1.8301, -1.5017, 1.6074], [1.9970, -0.0697, 1.7984], [1.2842, 0.4753, 0.6679], [1.9861, 1.4678, -0.0570], [-0.0043, -0.0010, 0.3058], [-0.3086, -1.2830, 0.8779], [-1.9638, -2.1157, 0.2644], [-2.2261, -3.7285, 1.3755], [0.4955, -1.9982, 1.8072], [2.7879, -4.5439, 0.3825], [-1.8348, -2.4502, -1.1347], [-3.0571, -1.1928, 0.3728], [-3.9536, -2.8027, -2.0026], [-4.5037, -2.6710, -2.7888], [-4.0567, -3.7409, -1.8006], [-4.1650, -4.8778, -4.0789], [-4.8330, -4.8111, -4.7749], [-3.3275, -4.7776, -4.5481], [-6.4704, -3.1193, -0.0662], [-6.5508, -3.9622, 0.3941], [-5.6757, -3.2220, -0.6053], [5.0221, 0.9509, 0.0561], [5.5191, 1.4313, 0.7356], [4.1145, 0.9623, 0.3797], [2.9634, 4.2412, 1.2420], [2.4121, 4.3741, 0.4629], [2.8660, 3.3035, 1.4393], [-1.9206, -5.7792, 3.9997], [-1.1282, -5.3931, 4.3912], [-1.9858, -5.3506, 3.1338], [-6.7014, -2.4635, -3.1749], [-7.0441, -2.5870, -2.2740], [-6.4889, -1.5205, -3.2169], [2.7840, 6.8494, 3.2017], [3.0562, 5.9791, 2.8853], [3.6075, 7.2523, 3.5063], [4.8390, 1.8022, -3.0649], [5.2174, 1.0562, -3.5422], [4.7574, 1.4805, -2.1549], [2.5547, 4.1446, -3.8666], [2.0225, 4.2956, -3.0786], [3.0134, 3.3128, -3.6838], [6.2571, 1.0879, 2.6041], [5.7257, 1.2407, 3.3959], [6.7156, 0.2590, 2.7868], [6.1737, 4.0288, 3.5890], [6.4441, 3.1521, 3.2861], [6.9978, 4.4415, 3.8709], [5.1613, 7.2063, 5.2110], [5.5446, 6.4635, 4.7236], [5.0680, 6.8702, 6.1113], [6.3964, 7.2938, 2.7004], [5.8068, 7.6354, 3.3850], [6.2520, 7.8857, 1.9535], [3.1782, -2.4511, -4.2671], [3.7254, -2.6921, -5.0236], [2.4502, -1.9478, -4.6559], [5.3108, -5.3356, -0.5308], [4.7777, -5.1894, 0.2612], [5.7654, -6.1645, -0.3518], [7.8686, 9.4736, 4.2034], [8.2442, 8.7305, 3.7164], [7.7772, 9.1406, 5.1017], [3.0667, 9.8203, 3.2569], [2.5150, 9.9578, 2.4770], [2.9669, 8.8804, 3.4495], [-9.8705, -2.2481, -2.2726], [-9.9542, -3.0915, -1.8141], [-9.0750, -2.3544, -2.8107], [-10.9758, 0.4857, -2.8816], [-10.6266, 0.6104, -3.7736], [-10.5664, -0.3384, -2.5859], [-5.8414, -7.1895, -4.5478], [-5.6848, -7.9693, -4.0043], [-5.0736, -6.6257, -4.3782], [-3.1146, -2.8439, 4.3962], [-3.6623, -2.7005, 5.1787], [-2.6622, -3.6807, 4.5748], [1.3779, -0.7237, -6.1179], [0.9199, -0.2191, -6.7990], [2.2651, -0.3443, -6.1051], [4.6693, -6.7915, 1.7801], [4.1356, -6.6411, 2.5689], [5.1246, -7.6222, 1.9602], [-5.2609, -4.9475, 4.1160], [-5.1027, -5.7332, 4.6509], [-4.4970, -4.3812, 4.2983], [2.7611, -4.5433, -5.7830], [2.2305, -4.3936, -4.9922], [3.2164, -5.3746, -5.6065], [-7.8650, -4.6329, -2.1124], [-7.9466, -5.4777, -1.6557], [-7.0710, -4.7355, -2.6513], [6.6400, 7.6009, 7.6526], [6.0533, 7.9411, 8.3383], [6.4949, 8.1937, 6.9045], [-9.1521, 0.0479, -0.2598], [-9.7048, 0.1734, -1.0425], [-9.2549, -0.8866, -0.0506], [-9.4700, -0.3434, -5.6785], [-10.0189, -0.2140, -6.4605], [-9.5786, -1.2788, -5.4695], [6.9130, -2.7232, -0.7665], [6.3541, -2.5945, -1.5398], [6.8091, -3.6618, -0.5604], [1.2190, 11.0052, 0.9991], [0.6291, 11.3439, 1.6827], [1.0755, 11.5964, 0.2523], [-4.5809, 0.2490, -1.7945], [-5.1285, 0.3986, -1.0138], [-4.1290, -0.5831, -1.6091]], "forces_ev_per_angstrom": [[-0.329, 1.915, -1.625], [1.766, -1.217, 0.392], [-0.700, -0.131, 1.115], [-1.928, 0.840, 0.865], [-0.983, -1.480, -2.889], [1.064, 1.194, -0.002], [-2.070, -2.083, 1.586], [2.315, -0.993, 1.249], [0.115, 0.548, 0.456], [-0.261, -1.306, 0.507], [-0.227, 0.203, -0.647], [0.695, 2.053, -2.458], [-0.172, -0.141, 0.803], [0.005, 0.761, 0.762], [0.694, -0.139, -0.351], [-0.164, 0.057, 0.150], [-0.101, -0.159, 0.075], [0.231, -0.012, -0.198], [-0.089, -0.151, -0.346], [0.003, 0.294, 0.069], [0.000, 0.020, 0.117], [0.187, 0.036, -0.061], [-0.057, 0.127, 0.077], [0.053, 0.224, 0.162], [-0.213, 0.182, -0.200], [-0.004, -0.274, -0.106], [0.080, 0.010, -0.042], [-0.116, -0.077, 0.075], [0.076, 0.085, 0.045], [0.073, 0.078, -0.018], [-0.007, 0.337, 0.182], [0.055, -0.162, -0.103], [0.022, -0.112, 0.035], [-0.024, 0.355, 0.095], [0.121, -0.081, 0.081], [-0.043, -0.010, -0.024], [0.163, 0.068, 0.071], [-0.078, -0.057, -0.224], [-0.017, -0.427, 0.140], [-0.213, -0.162, 0.024], [-0.013, 0.087, 0.010], [0.166, 0.111, 0.133], [-0.080, -0.208, 0.128], [0.023, 0.044, -0.095], [0.188, 0.084, -0.026], [0.001, 0.163, 0.539], [-0.074, -0.099, -0.091], [0.026, 0.033, -0.221], [0.084, -0.141, 0.235], [0.068, 0.149, -0.157], [-0.041, 0.035, -0.143], [0.068, -0.243, -0.136], [-0.074, -0.159, 0.189], [-0.017, 0.049, -0.039], [-0.114, -0.048, -0.040], [0.290, 0.418, -0.171], [0.013, -0.076, 0.026], [0.019, 0.647, 0.239], [-0.146, -0.231, 0.043], [-0.033, -0.061, 0.046], [0.113, 0.232, -0.245], [0.219, -0.178, 0.118], [-0.127, 0.035, 0.045], [0.181, 0.003, 0.120], [-0.204, 0.008, -0.043], [0.034, 0.053, -0.069], [0.027, -0.066, 0.060], [0.091, 0.043, -0.089], [-0.306, 0.317, -0.103], [0.063, 0.034, -0.121], [0.039, 0.039, -0.069], [-0.004, -0.084, 0.072], [0.171, 0.028, 0.055], [0.058, -0.038, 0.061], [-0.276, -0.268, -0.277], [0.090, 0.010, 0.115], [-0.078, 0.016, -0.095], [0.011, -0.190, 0.147], [-0.194, -0.184, 0.414], [0.113, 0.185, -0.015], [0.127, 0.058, -0.134], [0.251, 0.078, -0.002], [-0.064, -0.084, 0.083], [-0.094, 0.078, -0.038], [-0.007, -0.285, 0.310], [-0.009, 0.119, -0.113], [-0.027, 0.057, -0.044], [0.063, -0.087, 0.262], [-0.024, 0.012, -0.109], [-0.187, 0.002, -0.394], [-0.023, -0.586, -0.213], [0.157, 0.164, -0.007], [-0.041, 0.039, -0.110], [-0.024, -0.458, -0.062], [-0.083, 0.073, -0.027], [-0.146, 0.032, -0.125], [-0.216, 0.101, 0.038], [0.145, -0.003, 0.033], [-0.002, -0.073, 0.010], [-0.015, -0.061, -0.024], [0.098, 0.226, 0.192], [0.073, 0.051, -0.067], [-0.133, -0.101, -0.008], [0.057, 0.054, 0.053], [0.019, 0.068, 0.030], [0.146, -0.065, 0.022], [0.006, -0.004, 0.092], [-0.205, 0.039, -0.067], [-0.179, 0.116, 0.090], [0.062, -0.064, -0.008], [0.120, -0.096, 0.003], [-0.014, -0.142, 0.114], [-0.052, 0.039, -0.113], [-0.079, -0.059, -0.055]]}

---

{"formula": "B5F20Pt", "method": "the ωB97M-V functional and the def2-TZVPD basis", "e_lumo_ev": [7.58, 7.58], "spin_multiplicity": 3, "gap_ev": [7.78, 7.04], "e_homo_ev": [-0.193, 0.539], "charge": -3, "species": ["Pt", "B", "F", "F", "F", "F", "B", "F", "F", "F", "F", "B", "F", "F", "F", "F", "B", "F", "F", "F", "F", "B", "F", "F", "F", "F"], "positions_angstrom": [[0.3264, 0.0435, 0.2419], [-0.7258, 1.8789, -2.4796], [-1.8341, 1.1793, -2.8733], [-0.3573, 1.4044, -1.2527], [0.3370, 1.7982, -3.4131], [-1.1227, 3.1546, -2.2605], [0.6254, 1.9994, 1.9773], [1.5001, 1.6706, 0.9675], [-0.3952, 2.5909, 1.3464], [0.0543, 0.8095, 2.4017], [1.2294, 2.7344, 2.9260], [1.3766, -1.9264, 1.9688], [1.3086, -1.7020, 3.3235], [2.1547, -0.9801, 1.3902], [1.8892, -3.0808, 1.6070], [0.1291, -1.8112, 1.3615], [1.4191, -1.0252, -1.8808], [1.3552, -0.9738, -3.2631], [1.6880, 0.1839, -1.3001], [0.1888, -1.4795, -1.4705], [2.3975, -1.8618, -1.3915], [-2.7384, -0.9534, 0.3847], [-3.5656, -0.7957, -0.6774], [-2.1743, -2.2278, 0.4364], [-1.7223, 0.0133, 0.3397], [-3.3438, -0.6433, 1.5899]], "forces_ev_per_angstrom": [[-1.267, -0.959, -1.739], [-0.051, -0.269, -1.181], [-0.850, -1.017, -1.100], [0.650, 0.198, 1.049], [-0.281, 0.164, 0.120], [-0.219, 2.678, -0.226], [-1.162, -0.419, 0.098], [2.977, 0.670, -0.474], [-2.085, 2.734, -0.703], [0.121, -0.764, 2.920], [0.815, 0.962, 1.544], [-0.446, 0.932, 0.523], [-0.159, -0.330, 1.207], [2.303, 1.958, -0.227], [1.323, -4.005, -0.053], [-1.272, -0.756, 0.764], [0.667, -1.695, -1.664], [0.695, 0.129, -0.551], [2.543, 2.012, -1.123], [-1.702, -0.761, 0.429], [0.878, -1.067, -0.305], [0.511, -0.646, 1.052], [-0.985, -0.025, -0.968], [-0.440, -0.238, -0.281], [-1.192, 0.811, -0.117], [-1.372, -0.295, 1.007]]}

---

{"formula": "BCd3H28O20P2", "method": "the ωB97M-V functional and the def2-TZVPD basis", "e_lumo_ev": 1.58, "spin_multiplicity": 1, "gap_ev": 6.55, "e_homo_ev": -4.964, "charge": -1, "species": ["Cd", "Cd", "Cd", "P", "O", "O", "O", "O", "P", "O", "O", "O", "O", "B", "H", "H", "H", "H", "O", "H", "H", "O", "H", "H", "O", "H", "H", "O", "H", "H", "O", "H", "H", "O", "H", "H", "O", "H", "H", "O", "H", "H", "O", "H", "H", "O", "H", "H", "O", "H", "H", "O", "H", "H"], "positions_angstrom": [[-0.1275, 1.5257, 2.6961], [-0.7973, -1.7081, 2.0220], [0.2236, 2.3118, -1.1600], [0.0126, 0.0262, 0.1854], [0.6941, -0.2035, 1.5871], [-0.4376, 1.5359, 0.5952], [-1.0879, -1.0904, 0.0721], [0.9238, 0.3000, -1.0726], [-0.8866, -0.4985, 4.4640], [-1.5642, -0.0323, 3.0997], [-0.3675, -1.9274, 4.0681], [-1.9000, -0.5508, 5.5202], [0.2444, 0.6159, 4.5156], [-0.5289, 4.5476, -1.2655], [-0.3635, 3.9537, -2.2680], [-0.7315, 5.7098, -1.5059], [-1.4185, 4.0270, -0.6200], [0.4491, 4.4817, -0.5814], [0.7906, -3.3358, 1.3659], [0.6734, -3.7602, 0.5078], [1.3635, -3.9189, 1.8702], [1.3594, 2.3990, -3.2123], [1.0638, 2.6909, -4.0771], [2.0224, 1.7114, -3.3782], [-3.3643, 1.6021, 2.0228], [-3.9184, 1.0971, 1.4209], [-2.7657, 0.9312, 2.4126], [-0.9400, -3.4585, -1.1284], [-1.8529, -3.6368, -1.3627], [-0.9511, -2.5666, -0.7214], [-2.2352, -3.3456, 2.1935], [-1.9534, -4.2562, 2.0816], [-3.1697, -3.3792, 2.4105], [-3.7783, -0.6648, 0.1958], [-4.2094, -1.0889, -0.5483], [-2.8481, -0.5649, -0.0523], [3.1771, -1.3771, 2.3952], [3.0879, -1.1414, 1.4662], [2.2691, -1.5554, 2.6665], [2.3599, -0.0938, -4.1949], [3.3105, -0.1093, -4.3313], [2.2054, -0.6900, -3.4451], [-1.5829, 1.5211, -2.1986], [-1.6984, 0.5728, -2.3127], [-2.0415, 1.9260, -2.9392], [1.4390, -2.1214, -2.0458], [0.6936, -2.7301, -2.1016], [1.0764, -1.2971, -1.6695], [2.4296, 2.7682, -0.6619], [2.8293, 3.4923, -0.1739], [3.0641, 2.0400, -0.5930], [3.5324, 0.0366, -0.6490], [3.6481, -0.9066, -0.7881], [2.5771, 0.1855, -0.7763]], "forces_ev_per_angstrom": [[0.052, 0.699, 0.549], [-0.251, -2.119, 2.115], [0.497, 4.006, -1.843], [1.409, 2.262, 3.535], [1.862, -1.289, -3.197], [-1.561, -1.773, -0.651], [0.950, 2.151, -3.131], [-1.258, -2.535, 1.138], [-0.084, -0.603, -0.044], [-1.775, 0.607, -0.693], [0.966, 0.492, 0.990], [-0.271, 0.325, 1.568], [0.368, -0.261, 1.089], [-0.815, 0.746, 1.026], [0.059, -0.300, -1.406], [-0.056, -0.026, -0.113], [-0.298, 0.192, -0.067], [0.816, 0.114, 0.423], [0.103, -0.588, -0.406], [-0.055, 0.042, -0.180], [0.122, 0.142, 0.279], [0.452, 0.015, -0.354], [-0.125, 0.041, -0.025], [-0.204, -0.288, -0.185], [-0.085, 0.235, -0.064], [0.050, -0.005, -0.073], [-0.269, -0.053, 0.293], [0.238, -0.260, -0.112], [-0.063, -0.062, 0.006], [-0.214, 0.143, 0.030], [-0.897, -1.185, -0.354], [0.152, -0.085, 0.068], [-0.122, 0.294, 0.164], [-0.432, -0.043, -0.043], [-0.045, -0.001, -0.089], [0.164, -0.100, 0.157], [0.330, -0.449, -0.017], [-0.100, 0.254, 0.094], [-0.085, 0.304, 0.122], [0.111, 0.203, 0.094], [0.102, -0.107, 0.000], [-0.148, -0.232, -0.017], [-0.984, -0.731, -0.666], [0.042, -0.158, 0.036], [-0.034, 0.314, 0.014], [0.291, -0.048, -0.207], [-0.075, -0.111, -0.042], [0.115, 0.024, -0.122], [1.004, -0.142, 0.298], [-0.208, 0.228, 0.026], [0.071, -0.080, 0.030], [0.327, 0.224, 0.003], [0.041, -0.086, -0.075], [-0.177, -0.336, 0.031]]}

---

The evaluated strongest force on any atom for the records listed, in turn: 3.39 4.22 4.44 eV/A.